[1]
Molecular formula: C4H2S
Method: DFT, wB97M-V/def2-TZVPD

Positions of all 7 atoms, in Å:
C  -1.9948  0.8817  -0.1472
C  -0.7876  0.6861  -0.0497
C  1.6498  -1.3637  -0.3947
C  0.5015  0.4601  0.0059
S  2.0711  0.2076  0.2394
H  -3.0005  1.1788  -0.1107
H  1.5604  -2.0507  0.4570

Properties
molecular weight = 82.1 g mol⁻¹
structure (SMILES) = C#CC#S#C
E_HOMO (spin up / spin down) = -0.3020 / -0.3020 Eh
energy relative to the best compared isomer or geometry (same formula, charge and spin) = 114.6 kcal per mole
LUMO level (spin up / spin down) = -1.4176 / -1.4155 eV
HOMO-LUMO gap (spin up / spin down) = 6.80 / 6.80 eV



[2]
Molecular formula: CH6OP2
Method: DFT, wB97M-V/def2-TZVPD

Positions of all 10 atoms, in Å:
C  -0.4440  0.1916  1.1027
O  1.6680  0.2361  -1.2589
P  -1.0650  -1.5980  -1.0627
P  -1.3706  0.3635  -0.5175
H  -0.9823  -0.1142  1.8964
H  0.0529  1.2080  1.2242
H  0.3719  -0.5041  1.1294
H  2.3989  0.1468  -2.0245
H  -1.6906  -1.3278  -2.2780
H  2.1049  -0.0676  -0.3901

Properties
molecular weight = 96.0 g mol⁻¹
E_HOMO = -0.3199 Eh
energy relative to the best compared isomer or geometry (same formula, charge and spin) = 42.7 kcal per mole
LUMO level = -0.4182 eV
HOMO-LUMO gap = 8.29 eV